Entry 1:
A molecular structure, C36H46ClF6Ge2IN4O5PTl in a non-equilibrium geometry, computed with the ωB97M-V functional and the def2-TZVPD basis.

The geometry in XYZ format:
```
103
Properties=species:S:1:pos:R:3:forces:R:3:mulliken_charge:R:1
Tl -0.8556 0.5266 1.1892 0.058 0.102 -0.271 1.07
C -0.5040 1.6449 -6.0717 -0.013 0.026 0.018 -1.44
C -1.0420 1.4318 -4.6527 -0.136 0.056 0.153 -0.40
Ge 0.3868 1.4720 -3.3371 0.280 -0.429 -0.189 0.64
C 0.7180 3.0727 -2.3027 -0.066 -0.069 0.123 -0.29
C 1.1928 4.1559 -3.2822 -0.038 -0.041 0.038 -1.40
C 2.0348 0.8254 -4.1146 0.034 0.271 -0.270 -1.40
C 2.7393 -0.2058 -3.6441 0.176 -0.034 0.173 1.06
Ge 2.1360 -0.8826 -1.9016 -0.041 -0.063 -0.178 1.14
C 2.0835 -2.8037 -1.5377 0.015 0.165 0.016 -0.35
C 3.1075 -3.2991 -0.5094 -0.081 -0.032 -0.111 -1.18
C 2.7643 0.4542 -0.6219 -0.013 -0.148 0.135 -0.59
C 3.6308 -0.0611 0.5307 -0.002 0.117 -0.090 -1.31
C 4.0621 -0.6223 -4.1641 -0.080 0.049 -0.023 0.57
C 4.5091 -0.2492 -5.4323 -0.045 -0.044 -0.067 -0.47
C 5.7778 -0.5912 -5.8620 0.011 0.011 0.001 -0.86
C 6.6293 -1.3138 -5.0350 -0.012 -0.009 0.012 -0.44
C 6.1955 -1.7076 -3.7801 -0.004 0.020 -0.043 -1.36
C 4.9191 -1.3668 -3.3595 0.027 -0.026 -0.007 0.23
H -1.3121 1.5649 -6.7979 -0.010 0.013 0.007 0.41
H 0.2497 0.9026 -6.3329 0.002 -0.030 0.002 0.37
H -0.0562 2.6321 -6.1905 0.025 0.015 -0.006 0.35
H -1.5453 0.4661 -4.5816 -0.030 0.012 -0.025 0.38
H -1.7686 2.1990 -4.3825 -0.060 -0.022 -0.035 0.44
H 1.4851 2.8663 -1.5552 -0.049 0.013 -0.008 0.33
H -0.1927 3.3674 -1.7914 -0.064 0.049 0.068 0.41
H 2.1355 3.8912 -3.7603 0.044 -0.023 -0.017 0.35
H 1.3455 5.0946 -2.7536 0.018 0.040 0.017 0.41
H 0.4581 4.3457 -4.0654 -0.039 0.020 -0.039 0.35
H 2.4208 1.4151 -4.9468 0.049 -0.137 -0.040 0.39
H 2.2254 -3.3018 -2.4990 -0.031 -0.001 -0.002 0.71
H 1.0819 -3.0200 -1.1710 -0.035 -0.104 -0.037 0.48
H 4.1355 -3.0677 -0.7774 0.104 0.053 -0.065 0.32
H 3.0343 -4.3834 -0.4376 -0.023 -0.024 0.006 0.44
H 2.9050 -2.8955 0.4741 -0.038 0.042 0.131 0.10
H 1.9007 0.9890 -0.2250 -0.072 0.019 -0.030 0.19
H 3.3274 1.1489 -1.2490 -0.023 0.070 0.053 0.70
H 3.0693 -0.7118 1.1919 -0.088 -0.127 0.079 0.19
H 3.9942 0.7799 1.1207 0.010 0.032 0.009 0.45
H 4.5059 -0.6014 0.1722 0.019 -0.059 -0.005 0.33
H 3.8526 0.2926 -6.1000 -0.009 0.037 -0.004 0.40
H 6.1067 -0.2938 -6.8481 0.008 -0.005 -0.028 0.42
H 7.6218 -1.5751 -5.3732 0.031 -0.014 -0.016 0.42
H 6.8446 -2.2798 -3.1323 0.012 -0.012 0.022 0.43
H 4.6004 -1.6927 -2.3776 -0.046 -0.026 0.157 0.03
Cl -6.9092 1.9902 5.3090 0.062 -0.005 -0.027 -0.25
C -5.4079 2.1366 4.4514 0.010 0.060 0.036 0.53
C -4.5859 3.1904 4.7133 -0.082 -0.062 0.032 -0.54
C -3.3740 3.3337 4.0126 0.156 0.053 -0.079 -0.03
I -2.1322 4.9445 4.4598 -0.056 0.080 0.031 0.06
C -2.9692 2.4506 3.0332 -0.661 -0.063 0.203 0.12
O -1.8554 2.5873 2.3490 -0.152 0.055 -0.501 -0.68
C -3.8218 1.3150 2.7976 0.081 0.007 -0.042 0.17
N -3.3861 0.3797 1.9060 0.091 0.021 0.070 0.17
C -4.1121 -0.6931 1.6999 -0.081 0.031 -0.057 -0.25
C -5.3454 -0.9220 2.3308 0.016 0.011 -0.011 -1.34
C -5.8042 0.0004 3.2239 0.023 0.028 -0.001 -0.83
C -5.0382 1.1552 3.4963 -0.028 -0.036 0.008 0.25
H -4.8693 3.9187 5.4593 0.003 0.023 0.002 0.45
H -3.7097 -1.4252 1.0117 0.027 -0.070 -0.009 0.67
H -5.9002 -1.8227 2.1175 -0.019 -0.044 -0.022 0.48
H -6.7402 -0.1466 3.7414 -0.050 0.004 0.026 0.46
O -1.8728 1.5237 -1.3797 0.362 0.241 -0.229 -0.38
C -2.5893 0.5812 -1.6292 -0.132 0.146 0.269 -1.10
C -2.1462 -0.7111 -2.1486 0.137 -0.178 -0.045 1.96
C -3.1712 -1.6320 -2.3632 0.047 0.017 0.049 -0.56
C -2.8983 -2.8507 -2.9329 0.149 0.042 -0.042 -0.99
C -1.6246 -3.1684 -3.3621 -0.083 -0.027 0.019 -0.87
C -0.6031 -2.2599 -3.1578 0.098 0.225 0.001 -0.45
C -0.8214 -1.0519 -2.5037 -0.296 -0.332 -0.206 -0.16
O 0.2521 -0.2179 -2.2858 -0.156 0.276 0.336 -1.01
N -3.9937 -3.8133 -3.1325 0.215 0.111 0.074 1.06
O -3.7127 -4.8603 -3.6589 0.086 -0.356 -0.207 -0.61
O -5.0887 -3.4837 -2.7471 -0.416 0.132 0.132 -0.62
H -3.6729 0.6620 -1.4445 -0.066 -0.068 -0.048 0.31
H -4.1889 -1.3888 -2.0844 0.020 0.002 -0.019 0.60
H -1.4477 -4.1105 -3.8600 0.015 -0.015 -0.004 0.57
H 0.3773 -2.4717 -3.5513 0.151 -0.071 0.035 0.84
C 1.5280 0.4445 5.8578 -0.024 -0.002 0.025 -1.44
C 0.0490 0.8156 5.9750 -0.038 0.068 -0.051 1.18
C -0.7596 -0.3496 6.5346 -0.012 0.036 -0.028 -1.70
C -0.1538 2.0721 6.8151 0.012 -0.030 -0.037 -1.56
N -0.4914 1.0514 4.6173 0.717 0.569 -0.593 1.03
N -0.0626 2.0582 3.8293 0.406 -0.732 1.578 -0.59
H 1.9339 0.2793 6.8540 0.043 -0.026 0.042 0.45
H 2.1004 1.2424 5.3847 0.000 0.051 0.000 0.34
H 1.6555 -0.4665 5.2738 -0.014 -0.041 -0.019 0.32
H -0.3935 -0.6020 7.5272 0.014 -0.016 0.036 0.45
H -0.6596 -1.2346 5.9041 0.014 -0.030 -0.030 0.40
H -1.8156 -0.0901 6.6119 -0.024 0.018 0.013 0.38
H 0.0779 1.8393 7.8521 0.022 0.009 0.057 0.47
H -1.1851 2.4188 6.7588 -0.043 -0.011 0.012 0.30
H 0.5033 2.8896 6.5158 0.027 0.019 -0.028 0.40
H -0.6931 0.1906 4.1072 -0.140 0.121 -0.014 -0.03
H 0.3425 2.8135 4.3805 0.002 -0.192 0.153 0.25
H -0.8950 2.4383 3.0947 -0.208 -0.026 -0.473 -0.08
F 0.0623 -1.5040 3.0549 -0.061 0.099 -0.029 -0.37
P -0.1192 -2.8477 2.0857 0.266 0.107 0.045 1.92
F -1.5248 -2.1793 1.5586 -0.031 -0.056 -0.079 -0.42
F 1.2974 -3.3761 2.5941 -0.022 0.001 -0.064 -0.42
F -0.8919 -3.5849 3.2543 -0.072 -0.030 0.038 -0.36
F 0.6449 -1.9993 0.8847 -0.027 0.105 0.084 -0.60
F -0.2975 -4.0715 1.0813 -0.051 -0.004 -0.029 -0.38
```
Positions in Å, forces in eV/Å.

Calculated values
⟨S²⟩: 0.75
HOMO level (alpha / beta): -10.1 / -10.2 eV
lowest unoccupied orbital energy (alpha / beta): -3.56 / -3.56 eV
2S+1: 2
total charge: +1
energy above the lowest of the compared OMol25 structures with the same formula, charge and spin: 18.5 kcal/mol

=====

Entry 2:
8 unconnected molecules or ions with the total composition C36H46N3O23P in a non-equilibrium geometry, computed with the ωB97M-V functional and the def2-TZVPD basis.

The geometry in XYZ format:
```
109
Properties=species:S:1:pos:R:3:forces:R:3:mulliken_charge:R:1
O -5.5085 4.5619 -5.1431 4.197 -3.507 1.873 -0.57
C -4.4682 3.8906 -4.8112 0.657 1.906 -1.144 0.09
C -3.2728 3.5848 -5.6947 -2.230 0.750 -1.226 -0.64
C -2.0580 3.1930 -5.3514 1.511 -1.187 0.318 0.26
O -1.1276 2.8442 -6.3081 -1.401 0.800 1.222 -0.57
C -1.6282 2.9740 -3.9012 0.077 0.683 0.896 1.06
O -0.4323 2.7559 -3.6218 -2.821 0.045 -0.580 -0.73
C -2.8013 3.0805 -2.9208 -0.244 0.108 -2.011 -0.72
C -4.0574 3.3954 -3.3870 -1.494 -0.009 0.577 0.59
O -5.1611 3.3015 -2.5808 1.493 -0.226 0.220 -0.47
H -3.4004 3.6593 -6.7646 -0.338 0.241 -0.172 0.42
H -0.3393 2.6371 -5.8009 0.699 -0.210 0.143 0.36
H -2.6940 2.7457 -1.8996 0.124 0.090 0.069 0.62
H -5.9298 3.1788 -3.1425 -0.366 0.383 -0.191 0.33
O 0.6075 2.5464 -0.6016 -0.599 -4.384 2.625 -0.52
C 0.4593 1.4377 0.0437 0.446 2.771 -0.414 0.50
C 1.0427 1.1157 1.3750 0.413 0.959 -0.149 -0.82
C 1.1161 -0.0937 1.9793 1.779 -0.962 1.120 -0.11
O 1.9028 -0.3275 3.0938 -1.586 2.147 -2.263 -0.52
C 0.4898 -1.3162 1.3455 -1.090 -0.432 -0.892 0.12
O 0.6836 -2.4718 1.7534 -0.480 2.833 -0.918 -0.49
C -0.3802 -0.9061 0.1341 0.706 -0.163 0.225 0.06
C -0.3575 0.3140 -0.4797 0.578 -0.668 -1.020 -0.17
O -0.8980 0.4556 -1.7069 -0.707 -1.171 0.774 -0.11
H 1.5349 1.9496 1.8532 0.205 -0.014 0.088 0.77
H 1.9363 -1.2618 3.3120 -0.173 -1.074 0.238 0.59
H -0.8934 -1.6687 -0.4327 0.046 -0.358 0.253 0.88
H -0.7414 1.2809 -2.1714 0.716 0.795 0.332 -0.11
O -3.0170 -2.6737 -3.5658 -0.732 0.918 1.429 -0.67
C -3.3931 -2.1210 -2.5317 0.547 0.700 -0.660 0.91
C -3.3532 -2.6690 -1.1987 0.216 -0.843 1.535 -0.60
C -3.6547 -1.9856 -0.0856 -1.113 0.210 2.367 0.65
O -3.7476 -2.6075 1.1611 0.591 0.327 -2.249 -0.51
C -4.0165 -0.5093 -0.0847 0.345 1.481 -0.756 0.32
O -4.1120 0.2619 0.8720 0.075 -2.162 -0.303 -0.66
C -4.1573 0.0549 -1.4271 -0.744 -1.032 -0.779 -0.75
C -3.9203 -0.6731 -2.5446 0.344 0.618 -0.717 0.34
O -4.0387 -0.1295 -3.7947 -0.083 -0.035 1.438 -0.54
H -3.0595 -3.6760 -0.9414 0.078 -0.366 -0.737 0.21
H -4.1440 -1.9869 1.7770 0.049 0.490 0.236 0.34
H -4.6233 1.0288 -1.4524 0.356 0.263 -0.243 0.59
H -3.4247 -0.6179 -4.3479 0.104 -0.530 -0.555 0.38
O -0.7352 -4.4722 0.4310 -0.212 -2.255 1.942 -0.15
C -1.0823 -5.5461 0.9462 -1.932 -0.551 -3.290 0.81
C -2.0657 -6.4483 0.1969 1.169 1.197 1.050 -0.70
C -2.5100 -7.5963 0.7085 -0.519 -1.737 -1.187 0.12
O -3.3530 -8.3447 -0.0790 0.709 0.534 0.893 -0.53
C -1.9951 -8.2174 2.0039 0.572 -0.381 1.397 0.49
O -2.2224 -9.3376 2.4842 -0.504 1.647 -2.052 -0.60
C -1.1563 -7.3024 2.7796 -0.319 0.272 -1.140 -0.67
C -0.7310 -6.1271 2.2666 0.024 1.141 2.304 0.36
O -0.1899 -5.2306 3.1156 0.318 -0.550 -0.150 -0.48
H -2.3774 -6.1436 -0.7913 -0.027 0.049 -0.028 0.45
H -3.3168 -9.2405 0.2643 -0.284 -0.483 0.209 0.34
H -1.0703 -7.5877 3.8177 0.483 0.246 0.026 0.44
H -0.0346 -4.4267 2.6144 0.408 0.875 -0.218 0.26
C 3.9582 4.1607 1.5596 0.380 0.037 -0.077 -0.50
O 3.4618 5.0601 2.5566 -1.319 0.364 0.486 -0.33
P 2.2820 4.6113 3.5624 2.336 -0.196 1.513 0.90
O 2.7040 3.4280 4.3691 -1.330 1.519 -0.967 -0.72
O 1.9844 5.9473 4.4412 0.538 -2.176 -0.294 -0.38
C 2.0010 7.2204 3.8414 -0.016 0.431 -0.083 -0.54
O 0.9966 4.4747 2.6518 -0.272 -0.638 -0.207 0.13
C -0.0786 3.7247 3.2276 -1.052 -0.460 1.072 -0.90
H 3.3650 3.2487 1.4916 -0.022 0.129 -0.114 0.11
H 4.9889 3.8963 1.7959 -0.090 -0.068 0.262 0.29
H 3.9969 4.7025 0.6146 -0.331 -0.129 -0.026 0.25
H 1.2966 7.2404 3.0098 0.150 0.205 -0.198 0.23
H 3.0258 7.4393 3.5413 -0.179 0.261 -0.246 0.26
H 1.6738 7.9300 4.6013 0.054 -0.030 -0.070 0.24
H -0.9293 3.6288 2.5529 0.439 0.250 -0.351 0.28
H -0.4523 4.1695 4.1499 0.024 0.710 -0.105 0.37
H 0.1776 2.7346 3.6048 0.641 -0.128 -0.620 0.33
C 0.6867 7.7382 -0.8855 0.345 -0.873 1.228 -0.84
N 0.9001 6.9492 -2.0561 0.677 0.275 -1.695 0.12
C 0.6531 5.5209 -1.9076 -1.051 1.488 0.357 -0.54
C 1.3372 7.4140 -3.2208 1.537 0.988 -1.173 0.13
O 1.8300 8.5109 -3.4453 -0.599 0.279 0.467 -0.61
H 0.8951 8.8050 -0.8046 -0.039 -0.143 -1.193 0.33
H 1.3892 7.2701 -0.1959 -0.292 0.176 0.903 0.27
H -0.3385 7.5168 -0.5888 -0.065 0.287 0.515 0.29
H -0.4338 5.5494 -1.8315 -0.253 -1.304 0.198 0.30
H 0.9848 4.9657 -2.7851 0.059 -0.020 0.390 0.27
H 1.0897 5.2414 -0.9488 0.029 -0.651 -0.282 0.00
H 1.3523 6.7172 -4.0731 -0.356 -0.574 0.338 0.28
C 1.5208 -4.8340 -2.0935 0.927 0.897 -1.451 -0.46
N 1.6269 -3.5521 -2.8495 -0.065 -1.491 0.497 0.05
C 2.9863 -3.2273 -3.4147 -1.911 0.217 0.853 -0.97
C 0.5645 -2.7566 -3.0280 1.158 -1.262 0.344 0.50
O 0.6968 -1.7847 -3.7023 -1.204 2.610 -1.273 -0.68
H 0.6009 -5.0375 -1.5452 -0.036 0.707 -0.176 -0.18
H 2.3752 -4.8286 -1.4167 -0.072 -0.537 0.129 0.24
H 1.6181 -5.5668 -2.8945 0.241 -0.696 0.524 0.39
H 3.3330 -3.9710 -4.1323 0.222 -0.551 0.718 0.27
H 2.9807 -2.3199 -4.0185 -0.447 0.181 0.555 0.29
H 3.4801 -3.0742 -2.4551 1.331 -0.192 -0.699 0.38
H -0.3405 -3.1151 -2.5135 -0.181 0.176 -0.034 0.11
C 3.9308 -5.5878 5.3723 1.775 -0.796 1.160 -1.01
N 3.5613 -4.4807 4.5480 0.909 0.446 -1.198 0.16
C 4.5935 -4.0667 3.5375 -0.636 -0.002 -0.843 -0.90
C 2.4799 -3.7306 4.7794 -0.474 1.865 -1.100 0.00
O 2.1886 -2.6785 4.1630 0.698 -2.335 1.412 -0.81
H 3.2617 -6.0796 6.0784 -0.985 0.568 -0.606 0.32
H 4.7242 -5.2577 6.0428 0.328 0.103 0.124 0.43
H 4.4059 -6.3842 4.7995 -0.312 0.022 -0.322 0.32
H 5.3753 -4.7953 3.3231 -0.292 -0.502 0.834 0.33
H 4.1342 -3.9590 2.5549 -0.476 0.143 0.127 0.25
H 5.1286 -3.1282 3.6825 -0.432 0.133 0.794 0.34
H 1.8524 -4.1319 5.5902 -0.046 0.097 -0.154 0.32
```
Positions in Å, forces in eV/Å.

Calculated values
HOMO level: -8.9 eV
lowest unoccupied orbital energy: -2.06 eV
SMILES: O=C1C=C(O)C(=O)C=C1O.O=C1C=C(O)C(=O)C=C1O.O=C1C=C(O)C(=O)C=C1O.O=C1C=C(O)C(=O)C=C1O.COP(=O)(OC)OC.CN(C)C=O.CN(C)C=O.CN(C)C=O
energy above the lowest of the compared OMol25 structures with the same formula, charge and spin: 122.9 kcal/mol